Entry 1:
78
Properties=species:S:1:pos:R:3 method="wB97M-V/def2-TZVPD" multiplicity=2 charge=0 e_above_lowest_ev=1.444 mol_weight_da=911.28 energy_ha=-3444.28844 s_squared=0.979 orbital_gap_ha="0.2209 / 0.2099"
Re 0.16 -0.44 -0.35
O -2.78 0.34 2.21
S -1.53 0.42 1.56
O -0.64 -0.78 1.62
O -1.54 0.82 0.11
O -0.75 1.57 2.32
C 7.04 -0.60 1.49
C 6.28 0.46 0.69
C 6.10 1.72 1.56
C 7.10 0.83 -0.55
C 4.88 -0.02 0.33
C 4.09 -0.72 1.27
C 2.78 -0.99 1.01
N 2.16 -0.58 -0.14
C 2.95 -0.05 -1.12
C 4.29 0.24 -0.89
C 2.23 0.20 -2.34
C 2.82 0.35 -3.59
C 2.04 0.38 -4.74
C 0.65 0.33 -4.55
C 0.12 0.22 -3.29
N 0.89 0.12 -2.18
C 2.71 0.41 -6.11
C 3.50 1.71 -6.27
C 1.68 0.31 -7.24
C 3.66 -0.79 -6.23
H 8.07 -0.29 1.63
H 7.04 -1.56 0.97
H 6.61 -0.76 2.48
H 7.08 2.11 1.86
H 5.53 1.50 2.46
H 5.58 2.50 1.01
H 8.12 1.08 -0.25
H 6.68 1.70 -1.06
H 7.14 -0.01 -1.25
H 4.50 -1.04 2.21
H 2.17 -1.55 1.70
H 4.86 0.71 -1.69
H 3.90 0.40 -3.66
H -0.03 0.34 -5.39
H -0.95 0.17 -3.13
H 2.83 2.57 -6.27
H 4.04 1.70 -7.22
H 4.22 1.84 -5.46
H 1.00 1.17 -7.23
H 1.08 -0.60 -7.16
H 2.19 0.30 -8.20
H 4.51 -0.70 -5.54
H 4.06 -0.84 -7.25
H 3.14 -1.73 -6.01
Cl 2.25 4.15 7.65
C 1.79 3.40 6.15
C 2.06 4.05 4.96
C 1.68 3.44 3.77
C 1.05 2.21 3.76
C 0.69 1.54 2.48
C 0.80 1.57 4.98
C 1.16 2.17 6.17
H 2.54 5.01 4.97
H 1.89 3.94 2.83
H 1.02 0.50 2.50
H 1.15 2.04 1.63
H 0.31 0.60 4.98
H 0.96 1.67 7.12
F -2.47 -2.87 -3.39
C -2.20 -3.62 -2.32
F -3.27 -3.57 -1.52
F -2.06 -4.88 -2.73
C -0.92 -3.07 -1.60
O -1.12 -1.74 -1.40
C 0.32 -3.38 -2.52
F 0.15 -2.81 -3.72
F 0.55 -4.68 -2.72
F 1.44 -2.86 -1.99
C -0.73 -3.83 -0.24
F 0.33 -3.31 0.42
F -0.50 -5.14 -0.38
F -1.79 -3.68 0.56

***

Entry 2:
87
Properties=species:S:1:pos:R:3 method="wB97M-V/def2-TZVPD" multiplicity=1 charge=+1 mol_weight_da=928.64 energy_ha=-4760.77618 orbital_gap_ha=0.0646
C -0.54 3.23 2.10
C -1.25 2.84 0.64
B -1.64 1.22 0.54
O -0.63 0.26 1.04
P -3.29 0.52 -0.10
C -4.78 1.78 -0.12
N -5.97 1.16 -0.80
C -7.22 2.00 -0.70
C -3.69 -1.32 -0.46
C -2.39 -2.31 -0.58
C -2.31 -3.47 0.62
Cl -2.66 -3.32 -2.16
O -3.06 0.95 -1.74
C -1.73 1.10 -2.24
O -1.32 2.35 -2.61
C -0.63 -0.08 -2.65
C -1.03 -0.94 -4.03
C -0.13 -2.16 -4.65
C 1.29 -2.50 -3.86
C 1.72 -1.63 -2.51
C 0.76 -0.42 -1.86
P -3.82 0.14 1.98
O -2.96 -1.15 2.75
O -3.42 1.60 2.90
S -5.72 -0.16 2.29
H -0.77 2.44 2.94
H -0.85 4.32 2.39
H 0.62 3.25 1.89
H -0.55 3.20 -0.23
H -2.29 3.40 0.65
H -0.40 0.43 2.01
H -4.98 2.26 0.92
H -4.40 2.66 -0.83
H -6.13 0.16 -0.55
H -7.08 3.01 -0.12
H -8.07 1.31 -0.26
H -7.56 2.23 -1.83
H -4.29 -1.37 -1.49
H -4.41 -1.82 0.33
H -1.35 -1.77 -0.56
H -3.38 -3.86 0.90
H -1.68 -3.09 1.56
H -1.66 -4.36 0.17
H -2.03 -0.67 -4.62
H -0.50 -2.73 -5.61
H 1.96 -3.36 -4.33
H 2.75 -1.95 -2.02
H 1.09 0.19 -0.92
H -2.26 -0.84 3.39
H -2.59 1.36 3.43
Na 0.45 5.43 1.85
C 1.83 -5.54 -7.05
C 3.28 -5.48 -6.62
O 4.07 -6.22 -7.26
O 3.52 -4.68 -5.66
H 1.69 -6.24 -7.87
H 1.21 -5.86 -6.21
H 1.49 -4.55 -7.37
Na 2.47 -3.81 -1.38
F 2.04 0.69 0.12
Cl 3.96 -2.52 -6.32
C -2.93 6.90 -1.00
O -2.22 6.65 -0.04
N -3.02 8.13 -1.53
N -3.70 5.97 -1.60
H -3.61 8.36 -2.32
H -2.47 8.86 -1.11
H -3.66 5.03 -1.23
H -4.30 6.16 -2.39
Be -2.27 -3.23 3.65
Cl -3.85 -3.73 -4.31
Cs 3.76 1.30 0.04
C 9.84 0.00 6.60
C 9.79 -1.29 5.80
O 8.53 -1.95 5.99
C 7.49 -1.45 5.28
O 7.54 -0.50 4.50
O 6.38 -2.15 5.59
C 5.19 -1.66 4.98
H 9.60 -0.19 7.65
H 10.84 0.46 6.54
H 9.11 0.73 6.23
H 10.56 -1.97 6.17
H 9.99 -1.12 4.74
H 5.31 -1.57 3.89
H 4.92 -0.70 5.42
H 4.39 -2.38 5.18

***

Entry 3:
24
Properties=species:S:1:pos:R:3 method="wB97M-V/def2-TZVPD" multiplicity=1 charge=+1 e_above_lowest_ev=1.335 mol_weight_da=127.21 smiles="CC1(C)NC=[NH+]C1(C)C" energy_ha=-384.94770 orbital_gap_ha=0.4208
C -0.28 -1.80 1.06
C -0.44 -0.72 0.04
C -0.66 -1.34 -1.34
N -1.78 0.33 0.45
C -1.52 1.53 0.08
N -0.31 1.71 -0.40
C 0.58 0.56 -0.01
C 1.17 0.90 1.36
C 1.72 0.34 -1.07
H 0.52 -2.39 0.81
H -1.36 -2.25 0.97
H -0.27 -1.45 2.06
H 0.20 -1.39 -2.09
H -1.39 -0.65 -1.93
H -1.13 -2.32 -1.17
H -2.60 -0.07 0.70
H -2.24 2.27 -0.08
H -0.08 2.70 -0.49
H 1.89 1.75 1.10
H 1.80 0.07 1.87
H 0.33 1.34 1.94
H 2.44 1.07 -0.80
H 1.39 0.60 -2.05
H 2.02 -0.77 -1.00